No. 1
This record from OMol25 describes a cluster of 2 separate species, C4H8O2 in total. The level of theory is ωB97M-V/def2-TZVPD.

Geometry as XYZ:
```
14
Properties=species:S:1:pos:R:3
C -1.4442 0.9233 0.0976
C -0.2657 1.4409 0.9451
C -0.5112 0.0012 0.7861
C 1.8009 -1.3322 -1.1928
O -0.4639 2.1092 2.1372
O -0.8424 -0.8377 1.8081
H -2.4528 1.0167 0.4873
H -1.3741 1.0700 -0.9673
H 0.5453 1.9073 0.3999
H 1.3768 -2.3107 -1.1425
H 2.5467 -1.0405 -0.4896
H 1.4565 -0.6432 -1.9314
H -0.9350 1.5330 2.7520
H -1.5431 -1.4435 1.5367
```

## Properties
Spin multiplicity   1
LUMO energy (spin up / spin down)   0.47 / 0.40 eV
Orbital gap (spin up / spin down)   9.08 / 8.01 eV
Charge   0
HOMO (spin up / spin down)   -8.607 / -7.605 eV
Largest force on an atom   0.51 eV/Å
E   -307.49017 hartree

These are the Löwdin partial charges, in e, on atoms 1 to 5: C -0.037; C -0.320; C -0.242; C 0.082; O 0.010

---

No. 2
This record from OMol25 describes a cluster of 2 separate species, C3H4FIO2 in total in a non-equilibrium geometry. The level of theory is ωB97M-V/def2-TZVPD.

Geometry as XYZ:
```
11
Properties=species:S:1:pos:R:3
C 0.1012 0.9111 -0.0854
C -2.3478 0.1393 0.3339
C 2.2181 -0.8387 -0.6105
O 0.7194 1.8263 0.3602
O -0.9027 0.2477 -0.3414
F 1.9137 -1.6532 0.4634
I 3.4972 0.6916 -0.2311
H -2.6908 -0.7049 -0.1859
H -2.9858 0.9894 0.5209
H -1.9377 -0.2279 1.2752
H 2.4153 -1.3809 -1.4993
```

## Properties
Spin multiplicity   3
LUMO energy (spin up / spin down)   0.65 / -0.74 eV
Orbital gap (spin up / spin down)   7.05 / 8.97 eV
Charge   0
HOMO (spin up / spin down)   -6.402 / -9.709 eV
Largest force on an atom   2.98 eV/Å
⟨S²⟩   2.0128
E   -664.53786 hartree

These are the Löwdin partial charges, in e, on atoms 1 to 5: C -0.425; C 0.059; C -0.682; O 0.022; O 0.003

---

No. 3
This record from OMol25 describes a structure of composition C4H7NaO2 in a non-equilibrium geometry. The level of theory is ωB97M-V/def2-TZVPD.

Geometry as XYZ:
```
14
Properties=species:S:1:pos:R:3
O 2.1207 0.0750 -0.5997
C 1.8178 -0.2214 -1.7407
C 0.4336 -0.4808 -2.2114
H 0.0167 0.4323 -2.6658
H 2.6203 -0.3333 -2.4986
H 0.4838 -1.2029 -3.0417
Na 1.1431 0.4878 1.3751
C -1.1213 0.2651 2.7267
C -1.6853 0.4427 1.4910
O -0.0777 0.8629 3.2036
H -0.2209 -0.8287 -1.3941
H -2.2373 1.3554 1.2325
H -1.6813 -0.3585 0.7495
H -1.6122 -0.4956 3.3735
```

## Properties
Spin multiplicity   1
LUMO energy   -0.04 eV
Orbital gap   5.95 eV
Charge   0
HOMO   -5.994 eV
Largest force on an atom   2.92 eV/Å
E   -469.31905 hartree

These are the Löwdin partial charges, in e, on atoms 1 to 5: O -0.014; C -0.264; C -0.034; H 0.103; H 0.131